# 1
DFT (ωB97M-V/def2-TZVPD) results for C11H9F6IN4O4PdS3 as an isolated structure in a non-equilibrium geometry.

Its orbital gap (spin up / spin down) is 7.83 / 6.76 eV. As for the expectation value of S²: 2.011.

The geometry in ORCA input format:
```
! wB97M-V def2-TZVPD RIJCOSX def2/J DEFGRID3
* xyz 0 3
Pd -0.097 -0.564 0.078
C 4.671 -0.126 -0.521
N 3.770 0.989 -0.528
C 4.047 2.234 -0.050
C 2.901 2.945 -0.050
N 1.890 2.124 -0.524
C 2.457 0.906 -0.827
S 1.767 -0.464 -1.537
C 0.530 2.444 -0.550
C 0.078 3.722 -0.217
C -1.269 4.003 -0.337
C -2.135 3.021 -0.810
C -1.618 1.769 -1.080
N -0.324 1.480 -0.919
H 5.683 0.248 -0.397
H 4.585 -0.684 -1.451
H 4.420 -0.787 0.312
H 5.031 2.517 0.257
H 2.743 3.954 0.255
H 0.759 4.479 0.133
H -1.640 4.980 -0.073
H -3.184 3.222 -0.959
H -2.240 0.964 -1.455
F -4.879 -0.796 0.281
C -4.183 -1.770 0.878
F -4.475 -2.914 0.266
F -4.603 -1.860 2.134
S -2.349 -1.408 0.714
O -2.121 -1.510 -0.708
O -2.194 -0.078 1.247
N -1.724 -2.522 1.598
S -0.616 -3.503 1.062
O -0.043 -4.289 2.088
O 0.285 -2.857 0.136
C -1.616 -4.717 0.022
F -2.642 -5.148 0.758
F -2.106 -4.156 -1.083
F -0.891 -5.772 -0.345
I 1.333 -0.074 2.203
*
```

---

# 2
DFT (ωB97M-V/def2-TZVPD) results for C28H34BN11O8P2PbS as an isolated structure in a non-equilibrium geometry.

Its orbital gap (spin up / spin down) is 5.03 / 2.26 eV. As for the expectation value of S²: 0.755.

The geometry in ORCA input format:
```
! wB97M-V def2-TZVPD RIJCOSX def2/J DEFGRID3
* xyz 1 2
Pb -0.486 0.443 0.844
C 0.196 0.046 -3.993
C 0.687 0.250 -2.615
N -0.402 0.488 -1.892
N -1.473 0.387 -2.579
C -1.213 0.262 -3.941
B -2.875 0.728 -1.867
N -2.577 2.169 -1.262
C -2.370 3.347 -1.894
C -1.903 4.241 -0.990
C -1.801 3.465 0.218
N -2.254 2.243 0.042
N -3.188 -0.375 -0.925
C -4.256 -1.074 -1.051
C -4.392 -1.840 0.131
C -3.246 -1.601 0.816
N -2.489 -0.653 0.206
N -3.946 0.860 -2.931
C -5.118 1.522 -2.844
C -5.950 1.082 -3.794
C -5.231 0.054 -4.407
N -4.046 -0.129 -3.895
H 0.826 -0.084 -4.842
H 1.652 0.099 -2.214
H -2.035 0.281 -4.648
H -2.719 3.441 -2.944
H -1.629 5.295 -1.024
H -1.481 3.768 1.238
H -4.889 -1.024 -1.988
H -5.124 -2.578 0.352
H -2.909 -1.949 1.783
H -5.443 2.297 -2.207
H -6.949 1.476 -3.969
H -5.582 -0.567 -5.292
O -0.027 2.922 5.450
P -0.100 2.050 4.101
O 1.313 2.452 3.396
O -1.194 2.334 3.306
O 0.125 0.623 4.626
P 0.007 -0.870 3.956
O -0.568 -1.710 5.148
O 1.407 -1.233 3.405
O -1.099 -0.771 2.936
H 0.109 2.601 6.347
H 0.064 -2.172 5.703
N 1.223 -6.295 -2.212
C 2.037 -5.704 -1.208
S 3.506 -6.225 -0.780
C 1.426 -4.523 -0.542
C 0.840 -3.566 -1.418
C 0.207 -2.467 -0.868
N 0.181 -2.125 0.413
C 0.804 -3.046 1.118
C 1.394 -4.240 0.764
H 1.714 -7.087 -2.628
H 0.673 -5.850 -2.979
H 0.634 -3.743 -2.465
H -0.388 -1.817 -1.503
H 0.905 -2.916 2.181
H 1.715 -4.979 1.522
C 1.423 5.127 0.200
C 0.731 5.520 1.326
C 0.686 4.586 2.381
C 1.285 3.349 2.259
C 1.950 2.909 1.097
C 1.951 3.837 0.075
H 1.448 5.875 -0.612
H 0.366 6.531 1.568
H 0.278 4.852 3.345
H 2.344 1.921 0.870
H 2.471 3.540 -0.883
C 4.288 0.444 2.061
N 4.236 -0.752 1.348
C 4.787 -1.956 1.980
C 3.582 -0.812 0.193
C 3.785 -1.921 -0.784
O 2.868 0.132 -0.124
H 5.129 0.488 2.738
H 3.376 0.473 2.734
H 4.368 1.310 1.362
H 4.002 -2.483 2.558
H 5.610 -1.729 2.637
H 5.227 -2.630 1.295
H 3.436 -2.918 -0.311
H 4.856 -1.992 -1.041
H 3.221 -1.712 -1.667
*
```

---

How do the records compare in ΔE to the lowest compared entry with this formula, charge and spin? In the order shown, they have 0.9982; 1.9842 eV.